{
  "formula": "C59H99As3F33N18O15S5",
  "method": "ωB97M-V with the def2-TZVPD basis set",
  "elements": ["C", "C", "N", "C", "C", "N", "C", "C", "H", "H", "H", "H", "H", "H", "H", "H", "H", "H", "H", "C", "C", "N", "C", "C", "N", "C", "C", "H", "H", "H", "H", "H", "H", "H", "H", "H", "H", "H", "C", "C", "N", "C", "C", "N", "C", "C", "H", "H", "H", "H", "H", "H", "H", "H", "H", "H", "H", "C", "C", "N", "C", "C", "N", "C", "C", "H", "H", "H", "H", "H", "H", "H", "H", "H", "H", "H", "C", "C", "N", "C", "C", "N", "C", "C", "H", "H", "H", "H", "H", "H", "H", "H", "H", "H", "H", "C", "C", "N", "C", "C", "N", "C", "C", "H", "H", "H", "H", "H", "H", "H", "H", "H", "H", "H", "C", "C", "N", "C", "C", "N", "C", "C", "H", "H", "H", "H", "H", "H", "H", "H", "H", "H", "H", "C", "C", "N", "C", "C", "N", "C", "C", "H", "H", "H", "H", "H", "H", "H", "H", "H", "H", "H", "C", "C", "N", "C", "C", "N", "C", "C", "H", "H", "H", "H", "H", "H", "H", "H", "H", "H", "H", "C", "F", "F", "F", "S", "O", "O", "O", "C", "F", "F", "F", "S", "O", "O", "O", "C", "F", "F", "F", "S", "O", "O", "O", "C", "F", "F", "F", "S", "O", "O", "O", "C", "F", "F", "F", "S", "O", "O", "O", "As", "F", "F", "F", "F", "F", "F", "As", "F", "F", "F", "F", "F", "F", "As", "F", "F", "F", "F", "F", "F"],
  "xyz": [[9.736, 11.435, 20.963], [10.511, 12.488, 21.707], [11.973, 12.191, 21.746], [12.967, 12.993, 21.164], [14.103, 12.321, 21.178], [13.844, 11.091, 21.784], [12.579, 11.044, 22.148], [14.856, 10.058, 22.158], [10.217, 11.083, 20.030], [8.696, 11.765, 20.750], [9.660, 10.448, 21.547], [10.107, 12.591, 22.697], [10.447, 13.414, 21.212], [12.582, 13.964, 20.782], [15.043, 12.613, 20.807], [12.184, 10.214, 22.755], [14.379, 9.139, 22.495], [15.597, 10.533, 22.819], [15.402, 9.855, 21.222], [11.883, 22.858, 19.506], [11.789, 21.442, 19.017], [13.074, 20.709, 18.976], [14.009, 20.931, 17.971], [15.078, 20.190, 18.305], [14.826, 19.620, 19.510], [13.587, 19.982, 19.924], [15.673, 18.645, 20.253], [11.150, 23.548, 19.074], [12.768, 23.370, 19.204], [11.874, 22.876, 20.614], [11.499, 21.254, 17.911], [11.066, 20.801, 19.485], [13.844, 21.615, 17.159], [16.019, 20.119, 17.773], [13.082, 19.647, 20.854], [15.146, 17.697, 20.455], [15.965, 19.143, 21.221], [16.462, 18.450, 19.555], [8.327, 14.035, 13.509], [9.275, 13.093, 12.788], [10.561, 13.746, 12.536], [10.938, 14.338, 11.359], [12.138, 14.996, 11.602], [12.476, 14.702, 12.883], [11.558, 13.915, 13.402], [13.670, 15.136, 13.554], [7.384, 13.531, 13.702], [8.296, 14.985, 12.864], [8.752, 14.373, 14.468], [8.918, 12.784, 11.833], [9.487, 12.248, 13.364], [10.263, 14.336, 10.523], [12.684, 15.767, 10.915], [11.705, 13.490, 14.409], [13.788, 16.188, 13.266], [14.514, 14.489, 13.346], [13.503, 15.064, 14.644], [20.715, 16.585, 19.183], [19.861, 15.668, 18.310], [20.728, 14.625, 17.724], [22.005, 14.843, 17.147], [22.575, 13.625, 16.921], [21.588, 12.678, 17.192], [20.538, 13.342, 17.709], [21.645, 11.230, 17.178], [21.518, 15.953, 19.660], [20.150, 17.015, 20.009], [21.227, 17.286, 18.467], [19.421, 16.252, 17.476], [19.044, 15.123, 18.843], [22.376, 15.890, 17.222], [23.496, 13.297, 16.477], [19.708, 12.854, 18.165], [21.049, 10.792, 16.377], [21.254, 10.880, 18.158], [22.723, 11.038, 17.112], [18.966, 10.409, 13.092], [18.494, 9.575, 14.245], [17.161, 9.880, 14.754], [15.966, 9.435, 14.198], [14.996, 9.762, 15.045], [15.606, 10.288, 16.173], [16.901, 10.384, 15.935], [14.900, 10.814, 17.374], [19.976, 10.018, 12.868], [18.975, 11.463, 13.384], [18.458, 10.338, 12.083], [19.134, 9.626, 15.153], [18.479, 8.497, 14.010], [15.954, 8.789, 13.310], [13.933, 9.696, 14.862], [17.573, 10.709, 16.658], [15.660, 11.030, 18.158], [14.294, 9.996, 17.716], [14.352, 11.718, 17.108], [15.151, 18.516, 25.213], [15.146, 17.615, 24.009], [14.673, 16.306, 24.398], [13.413, 15.805, 24.064], [13.307, 14.529, 24.519], [14.539, 14.243, 25.004], [15.351, 15.294, 24.931], [14.812, 13.091, 25.741], [15.759, 18.228, 26.047], [14.144, 18.525, 25.653], [15.415, 19.508, 24.966], [16.107, 17.555, 23.531], [14.435, 17.950, 23.205], [12.763, 16.457, 23.426], [12.488, 13.851, 24.487], [16.382, 15.375, 25.191], [13.963, 12.427, 25.549], [14.846, 13.180, 26.791], [15.725, 12.594, 25.423], [15.097, 23.935, 15.337], [15.722, 23.120, 14.235], [15.112, 23.467, 12.901], [15.285, 24.544, 12.094], [14.337, 24.537, 11.134], [13.559, 23.353, 11.389], [14.105, 22.792, 12.434], [12.283, 23.032, 10.765], [15.368, 24.953, 15.159], [15.352, 23.595, 16.340], [13.978, 23.766, 15.213], [15.513, 22.058, 14.521], [16.774, 23.280, 14.106], [16.053, 25.254, 12.351], [14.257, 25.095, 10.213], [13.747, 21.874, 12.914], [11.679, 22.492, 11.442], [12.415, 22.383, 9.884], [11.796, 23.996, 10.559], [10.401, 17.359, 16.050], [11.584, 18.386, 16.046], [12.836, 17.734, 16.403], [14.069, 17.947, 15.859], [14.954, 17.108, 16.441], [14.186, 16.334, 17.349], [12.968, 16.797, 17.313], [14.757, 15.410, 18.353], [9.554, 17.938, 15.782], [10.273, 16.996, 17.074], [10.462, 16.467, 15.399], [11.324, 19.152, 16.778], [11.782, 18.802, 15.083], [14.303, 18.654, 15.038], [15.940, 16.840, 16.253], [12.230, 16.328, 17.944], [13.969, 14.830, 18.762], [15.151, 15.958, 19.187], [15.389, 14.796, 17.809], [18.282, 22.447, 11.147], [18.962, 21.115, 10.803], [18.094, 20.021, 10.880], [17.291, 19.544, 9.855], [16.626, 18.447, 10.321], [17.061, 18.278, 11.592], [17.900, 19.209, 11.940], [16.587, 17.266, 12.544], [18.447, 22.751, 12.195], [17.230, 22.345, 11.005], [18.723, 23.181, 10.464], [19.760, 20.944, 11.519], [19.366, 21.130, 9.742], [17.302, 20.051, 8.893], [15.783, 17.831, 10.047], [18.339, 19.375, 12.898], [16.027, 16.518, 11.933], [15.846, 17.684, 13.207], [17.435, 16.775, 13.061], [10.309, 16.220, 21.494], [10.619, 15.453, 22.634], [9.850, 15.456, 20.508], [9.288, 17.046, 21.797], [11.736, 17.093, 20.769], [12.643, 16.054, 20.300], [11.154, 17.903, 19.710], [12.285, 17.791, 21.940], [9.806, 21.927, 15.341], [9.584, 21.139, 14.273], [8.817, 22.825, 15.386], [9.825, 21.161, 16.462], [11.427, 22.673, 15.143], [11.330, 23.205, 13.819], [11.537, 23.531, 16.255], [12.392, 21.626, 15.116], [18.578, 19.497, 16.537], [19.645, 20.202, 17.020], [19.037, 18.448, 15.818], [17.985, 18.959, 17.658], [17.506, 20.512, 15.449], [18.464, 20.880, 14.401], [16.480, 19.608, 14.976], [17.048, 21.562, 16.267], [18.542, 8.804, 19.265], [18.789, 8.837, 17.919], [17.352, 8.265, 19.532], [19.450, 8.031, 19.906], [18.495, 10.490, 19.802], [17.688, 11.190, 18.860], [17.948, 10.268, 21.074], [19.866, 10.991, 19.764], [11.405, 18.772, 11.202], [11.304, 18.942, 9.860], [10.696, 19.772, 11.787], [10.774, 17.602, 11.439], [13.191, 18.737, 11.842], [13.681, 20.076, 11.642], [12.983, 18.371, 13.220], [13.731, 17.675, 10.981], [17.121, 14.910, 21.539], [16.458, 13.890, 22.769], [15.544, 15.764, 21.468], [17.787, 15.996, 20.388], [18.575, 13.993, 21.534], [16.563, 13.789, 20.258], [17.574, 15.940, 22.899], [11.119, 12.645, 17.181], [11.741, 11.711, 15.737], [12.404, 13.789, 16.865], [10.386, 13.365, 18.582], [9.883, 11.355, 17.351], [12.224, 11.778, 18.179], [9.965, 13.609, 16.211], [17.395, 13.944, 15.423], [16.538, 15.435, 14.917], [17.759, 14.817, 16.950], [18.375, 12.630, 16.044], [16.839, 12.980, 14.054], [18.811, 14.563, 14.603], [15.828, 13.366, 16.181]],
  "mulliken_charge": [-1.311, 0.469, 0.500, 0.797, -0.775, 0.212, -0.308, -0.701, 0.174, 0.393, 0.380, 0.277, -0.483, -0.366, 0.565, 0.428, 0.356, 0.313, 0.137, -1.460, 0.025, 0.445, -0.367, -0.325, 0.336, -0.772, 0.288, 0.464, 0.310, 0.324, -0.327, 0.453, 0.566, 0.198, 0.773, -0.329, 0.176, -0.240, -0.742, -0.595, 0.234, -0.707, -0.176, 0.559, -0.637, 1.036, 0.381, 0.327, 0.032, 0.373, 0.349, 0.426, 0.302, 0.614, -0.637, 0.298, -0.782, -1.550, 0.677, 0.719, -0.361, -0.822, 0.278, -0.959, -0.505, 0.425, 0.296, 0.418, 0.039, -0.404, 0.385, 0.456, 0.889, 0.067, 0.253, 0.370, -1.018, -0.289, 0.500, -0.860, -0.477, 0.540, -0.597, 0.008, 0.404, 0.141, 0.321, -0.032, 0.518, 0.488, 0.533, 0.642, -0.430, 0.623, -0.231, -1.575, 0.568, 0.384, -0.459, -0.365, 0.288, -0.408, -0.959, 0.395, 0.384, 0.453, 0.158, -0.409, 0.274, 0.700, 0.512, 0.315, 0.370, 0.352, -1.016, 0.635, 0.749, -0.427, -0.944, 0.458, -0.547, -0.894, 0.462, 0.232, 0.171, -0.904, 0.430, 0.526, 0.474, 0.696, 0.278, 0.272, 0.408, -1.844, 1.215, 1.147, -0.101, -0.527, 1.258, -0.778, -0.214, 0.708, 0.340, 0.248, -0.619, -0.098, 0.066, 0.556, 0.392, -0.248, -0.515, 0.174, -0.605, -0.618, 0.277, -0.672, -0.484, 0.312, -0.405, -0.787, 0.204, 0.047, 0.384, 0.321, 0.428, 0.504, 0.573, 0.608, 0.143, -0.182, 0.741, 0.462, -0.235, -0.222, -0.224, 1.561, -0.743, -0.596, -0.960, 0.494, -0.182, -0.250, -0.205, 1.028, -0.661, -0.647, -0.656, 0.506, -0.265, -0.286, -0.323, 0.785, -0.778, 0.002, -0.560, 0.522, -0.211, -0.235, -0.237, 1.127, -0.540, -0.705, -0.879, 0.203, -0.234, -0.143, -0.145, 1.182, -0.485, -0.775, -0.659, 2.200, -0.557, -0.168, -0.409, -0.473, -0.666, -0.558, 2.093, -0.576, -0.398, -0.346, -0.546, -0.427, -0.463, 2.114, -0.482, -0.234, -0.255, -0.535, -0.536, -0.304],
  "energy_ev": -446700.780,
  "homo_lumo_gap_ev": 8.9,
  "mol_weight_g_mol": 2312.59,
  "charge": 1,
  "homo_energy_ev": -10.40
}